21
Properties=species:S:1:pos:R:3 method="wB97M-V/def2-TZVPD" energy_ev=-14559.8166 de_lowest_kj_mol=158.70 homo_ev=-10.697 mol_weight_g_mol=126.10
O 0.1472 1.7671 -0.0287
H -0.4628 1.8708 -0.9132
H 0.9475 1.5325 -0.5457
O 0.2452 -1.0917 -1.5815
H 0.7789 -0.8234 -2.3266
H -0.6087 -0.6440 -1.5781
O 2.8852 0.1187 -0.7488
H 3.0160 -0.5820 -0.0826
H 3.8056 0.3502 -1.0213
O -2.9010 -0.4110 1.4622
H -1.9210 -0.4430 1.6402
H -3.1065 0.4243 1.9822
O -0.3179 0.1355 1.9411
H -0.1150 0.8619 1.4220
H 0.3610 -0.5220 1.6547
O 1.7070 -1.4890 1.0013
H 1.4396 -2.3741 0.8141
H 1.3783 -0.8847 0.2589
O -2.1035 0.6044 -1.3129
H -2.5312 1.4125 -1.4855
H -2.6440 0.1870 -0.5518